# 1
Density functional theory data (ωB97M-V/def2-TZVPD) for a cluster of 2 separate species, C7H16O2 in total at a distorted geometry.

Last column: Mulliken charge in e.
Cartesian coordinates (Å):
C1 -1.927 -0.889 0.617  -1.442
C2 -0.845 0.151 0.449  0.673
O1 -0.761 1.113 1.217  -0.592
C3 -0.357 0.361 -1.165  1.293
C4 0.868 1.268 -1.234  -1.468
C5 -1.545 1.015 -1.860  -1.772
O2 -0.031 -0.869 -1.790  -0.551
H1 -2.901 -0.451 0.388  0.375
H2 -1.747 -1.747 -0.033  0.288
H3 -1.934 -1.226 1.657  0.415
H4 1.055 1.601 -2.260  0.450
H5 0.741 2.161 -0.615  0.304
H6 1.767 0.737 -0.905  0.256
H7 -1.905 1.882 -1.301  0.375
H8 -2.372 0.306 -1.975  0.403
H9 -1.278 1.337 -2.872  0.488
H10 -0.101 -0.809 -2.755  0.367
C6 2.135 -0.215 2.074  -1.001
C7 1.185 -1.280 1.579  -0.312
H11 1.577 0.693 2.322  0.251
H12 2.869 0.033 1.302  0.253
H13 2.682 -0.555 2.958  0.362
H14 1.703 -2.195 1.283  0.379
H15 0.467 -1.554 2.355  0.220
H16 0.656 -0.867 0.563  -0.012

## Properties
- LUMO level (eV) = 0.8
- SMILES string = CC(=O)C(C)(C)O.CC
- electronic energy (a.u.) = -426.74845
- net charge = 0

***

# 2
Density functional theory data (ωB97M-V/def2-TZVPD) for the ion C7H16O2PSi with charge -1 at a distorted geometry.

Last column: Mulliken charge in e.
Cartesian coordinates (Å):
C1 2.512 -0.720 2.056  -0.765
C2 3.721 -0.452 1.074  -0.307
O1 3.406 -1.021 -0.177  -0.312
P1 2.714 -0.084 -1.458  -0.160
O2 3.219 1.342 -1.355  -0.637
C3 0.966 -0.242 -0.782  -0.667
C4 -0.060 0.765 -0.883  -0.073
Si1 -1.751 0.348 -0.560  0.177
C5 -2.538 -0.563 -2.027  -1.074
C6 -2.810 2.045 -0.234  -1.192
C7 -2.004 -0.770 0.924  -0.906
H1 1.660 -0.037 1.764  0.064
H2 2.179 -1.742 1.717  0.207
H3 2.721 -0.698 3.178  0.392
H4 4.595 -0.987 1.446  0.298
H5 3.827 0.578 1.003  0.306
H6 0.722 -1.236 -0.695  0.469
H7 0.159 1.721 -1.363  0.445
H8 -3.620 -0.837 -1.958  0.308
H9 -2.311 -0.153 -3.093  0.279
H10 -2.120 -1.519 -1.958  0.362
H11 -2.688 2.925 -0.921  0.333
H12 -3.873 1.986 -0.260  0.357
H13 -2.550 2.310 0.775  0.288
H14 -1.099 -0.659 1.573  0.250
H15 -2.928 -0.421 1.517  0.262
H16 -2.052 -1.878 0.697  0.296

## Properties
- LUMO level (eV) = 3.4
- SMILES string = CCOP([O-])/C=C/[Si](C)(C)C
- electronic energy (a.u.) = -1057.67491
- net charge = -1

***

# 3
Density functional theory data (ωB97M-V/def2-TZVPD) for a cluster of 3 separate species, C7H16O3 in total at a distorted geometry.

Last column: Mulliken charge in e.
Cartesian coordinates (Å):
C1 -1.418 0.447 0.522  -0.968
C2 -0.488 -0.009 -0.352  0.419
C3 -0.625 0.228 -1.824  -0.544
C4 0.042 1.543 -2.193  -1.149
C5 0.686 -0.815 0.092  -0.532
C6 0.544 -2.296 -0.259  -0.549
C7 -0.629 -2.942 0.469  -0.016
O1 -0.982 -4.052 0.198  -0.490
H1 -1.319 0.236 1.595  0.303
H2 -2.224 1.036 0.236  0.353
H3 -0.197 -0.581 -2.414  0.250
H4 -1.713 0.223 -2.215  0.367
H5 1.109 1.488 -1.959  0.291
H6 -0.387 2.451 -1.711  0.261
H7 -0.130 1.777 -3.268  0.395
H8 1.582 -0.376 -0.321  0.377
H9 0.860 -0.682 1.170  0.266
H10 1.452 -2.869 0.022  0.390
H11 0.350 -2.450 -1.340  0.253
H12 -1.147 -2.318 1.228  0.374
O2 1.022 2.391 1.202  -0.730
H13 0.439 2.085 0.528  0.252
H14 1.888 2.186 0.862  0.361
O3 0.425 0.719 3.190  -0.659
H15 0.611 1.396 2.512  0.430
H16 0.250 1.183 4.029  0.295

## Properties
- LUMO level (eV) = 0.6
- SMILES string = C=C(CC)CCC=O.O.O
- electronic energy (a.u.) = -501.99741
- net charge = 0